Entry 1:
Density functional theory data (ωB97M-V/def2-TZVPD) for a cluster of 6 separate species, C6H24NO6 in total.

Structure (ORCA input):
```
! wB97M-V def2-TZVPD RIJCOSX def2/J DEFGRID3
* xyz -1 1
C -1.71 -0.60 1.95
C -1.27 0.87 1.96
C 0.26 1.13 1.98
O 0.88 0.94 0.78
C -1.02 -1.51 0.94
N -0.82 -0.92 -0.37
C -0.21 -1.93 -1.27
C 0.36 -1.29 -2.52
H -1.57 -1.00 2.96
H -2.78 -0.62 1.79
H -1.67 1.34 2.86
H -1.66 1.32 1.06
H 0.65 0.49 2.80
H 0.38 2.15 2.40
H -0.09 -1.86 1.38
H -1.64 -2.41 0.81
H -0.15 -0.15 -0.23
H 0.51 -2.53 -0.69
H -1.02 -2.63 -1.52
H -0.41 -0.66 -2.96
H 0.60 -2.07 -3.25
H 1.24 -0.72 -2.26
H 1.61 3.35 -1.19
H 1.76 2.58 0.11
O 2.08 3.38 -0.35
H 2.03 -0.19 1.25
H 2.29 -1.48 2.09
O 2.74 -0.71 1.73
H -0.16 2.08 -0.73
H -0.59 1.65 -2.06
O -0.45 2.47 -1.57
H 3.22 -0.50 -0.44
H 2.00 0.37 -0.58
O 2.66 -0.10 -1.11
H -3.42 -0.12 -1.79
H -1.97 -0.14 -1.63
O -2.65 0.01 -2.35
*
```

Summary:
**HOMO level**: -0.19502 hartree
**Relative energy (zero: lowest compared OMol25 entry of this formula, charge and spin)**: 0.0 kcal/mol
**HOMO-LUMO gap**: 8.600 eV
**Lowest unoccupied orbital energy**: 0.12104 Eh
**Electronic energy**: -749.26464 hartree

Entry 2:
Density functional theory data (ωB97M-V/def2-TZVPD) for a cluster of 2 separate species, C3H3I in total.

Structure (ORCA input):
```
! wB97M-V def2-TZVPD RIJCOSX def2/J DEFGRID3
* xyz 0 1
C 0.31 -2.07 -0.41
C -0.07 -0.93 -0.14
C -0.37 0.49 -0.15
I 0.58 3.54 2.02
H 0.46 -3.04 -0.55
H -1.40 0.83 -0.47
H 0.50 1.18 -0.30
*
```

Summary:
**HOMO level (spin up / spin down)**: -0.37711 / -0.31987 hartree
**Relative energy (zero: lowest compared OMol25 entry of this formula, charge and spin)**: 48.9 kcal/mol
**HOMO-LUMO gap (spin up / spin down)**: 9.358 / 5.472 eV
**Lowest unoccupied orbital energy (spin up / spin down)**: -0.03321 / -0.11878 Eh
**Electronic energy**: -413.63899 hartree

Question: Which formula does entry 1 have?
Answer: C6H24NO6